(1)
ORCA calculation (ωB97M-V/def2-TZVPD) on a cluster of 6 separate species, C26H31N5 in total.

Geometry (Å):
N -26.228 -3.523 18.553
C -25.264 -2.685 17.919
C -26.063 -1.884 17.133
C -27.431 -2.141 17.271
C -27.502 -3.185 18.152
H -25.915 -4.211 19.223
H -24.222 -2.693 18.201
H -25.678 -1.178 16.412
H -28.255 -1.659 16.766
H -28.341 -3.755 18.524
N -24.843 -3.137 26.904
C -25.828 -2.829 26.018
C -26.781 -2.063 26.508
C -26.222 -1.540 27.649
C -25.012 -2.216 27.921
H -24.064 -3.761 26.747
H -25.990 -3.474 25.167
H -27.755 -1.854 26.091
H -26.637 -0.804 28.321
H -24.259 -2.113 28.688
N -30.409 -3.141 22.920
C -29.482 -2.976 21.942
C -28.628 -1.974 22.358
C -29.102 -1.436 23.549
C -30.258 -2.218 23.960
H -31.101 -3.861 22.767
H -29.521 -3.556 21.031
H -27.719 -1.688 21.849
H -28.741 -0.580 24.099
H -30.921 -2.254 24.812
N -35.458 -2.224 27.035
C -34.854 -3.413 27.404
C -33.500 -3.269 27.423
C -33.192 -1.924 27.237
C -34.415 -1.344 26.965
H -36.438 -1.986 27.097
H -35.506 -4.137 27.870
H -32.827 -4.095 27.598
H -32.214 -1.468 27.186
H -34.636 -0.314 26.728
N -33.919 -3.058 23.724
C -34.296 -2.973 22.410
C -34.443 -4.249 21.818
C -34.205 -5.227 22.812
C -33.986 -4.444 24.042
H -33.629 -2.335 24.368
H -34.290 -1.978 21.991
H -34.637 -4.371 20.762
H -34.337 -6.285 22.636
H -33.832 -4.771 25.060
C -24.039 -5.766 21.230
C -24.828 -6.499 22.122
C -25.921 -5.873 22.716
C -26.124 -4.503 22.533
C -25.172 -3.793 21.815
C -24.148 -4.401 21.150
H -23.185 -6.216 20.747
H -24.631 -7.552 22.252
H -26.532 -6.435 23.408
H -26.992 -4.058 22.996
H -25.318 -2.759 21.542
H -23.465 -3.805 20.562

Summary:
E_HOMO ... -7.957 eV
Net charge ... 0
DFT total energy ... -1282.9857 a.u.

Quick look at the natural (NBO) charges, all values in e: N -0.5206; C -0.1050; C -0.2904; C -0.3105; C -0.0562; H 0.4219; H 0.2166; H 0.2114; H 0.2254; H 0.2059; N -0.5123; C -0.0579; C -0.3122; C -0.2974; C -0.0910; H 0.4178; H 0.1968; H 0.2332; H 0.2139; H 0.2074; N -0.4975; C -0.0760; C -0.3130; C -0.3001; C -0.1084; H 0.4237; H 0.2123; H 0.2226; H 0.2247; H 0.2142; N -0.5117; C -0.0776; C -0.3106; C -0.3248; C -0.0694; H 0.4237; H 0.2115; H 0.2280; H 0.2339; H 0.2059; N -0.5230; C -0.0673; C -0.3212; C -0.3133; C -0.0935; H 0.4353; H 0.2060; H 0.2240; H 0.2293; H 0.2177; C -0.2134; C -0.2182; C -0.1997; C -0.2275; C -0.2111; C -0.2402; H 0.2106; H 0.2153; H 0.2127; H 0.2367; H 0.2172; H 0.2155



(2)
ORCA calculation (ωB97M-V/def2-TZVPD) on the ion HO3S3 with charge -1.

Geometry (Å):
O -1.370 -0.854 -0.883
O -3.628 -1.456 0.115
O 0.367 0.877 0.472
S -0.682 1.704 -0.521
S -2.478 1.595 0.445
S -2.346 -0.752 0.279
H -0.090 0.007 0.460

Summary:
E_HOMO ... -3.671 eV
Net charge ... -1
Relative energy (zero: lowest compared OMol25 entry of this formula, charge and spin) ... 97.65 kJ/mol
DFT total energy ... -1420.9311 a.u.

Quick look at the natural (NBO) charges, all values in e: O -0.9966; O -0.9774; O -0.8829; S 0.3679; S -0.3998; S 1.4023; H 0.4865



(3)
ORCA calculation (ωB97M-V/def2-TZVPD) on a structure of composition C27H19AuN4O4P.

Geometry (Å):
Au 2.397 -0.263 0.666
O 4.467 2.457 -1.849
C 3.699 1.764 -1.025
O 3.701 0.515 -1.067
C 2.876 2.504 -0.101
C 2.954 3.879 0.027
C 2.171 4.532 0.974
C 1.258 3.785 1.695
C 1.160 2.411 1.496
N 2.021 1.741 0.663
C 0.068 1.745 2.139
O -0.713 2.177 2.944
O -0.097 0.362 1.721
H 4.999 1.855 -2.398
H 3.628 4.426 -0.611
H 2.250 5.594 1.123
H 0.587 4.239 2.405
C -5.421 0.364 0.972
C -4.879 0.012 -0.257
C -3.509 -0.081 -0.403
C -2.683 0.180 0.689
C -3.221 0.529 1.924
C -4.596 0.629 2.052
P -0.926 -0.161 0.487
C -0.353 0.585 -1.061
C 0.572 -0.057 -1.881
C 0.959 0.534 -3.071
C 0.413 1.749 -3.456
C -0.507 2.388 -2.637
C -0.890 1.813 -1.438
C -0.679 -1.936 0.543
C -0.374 -2.551 1.755
C -0.277 -3.929 1.809
C -0.481 -4.688 0.666
C -0.809 -4.072 -0.533
C -0.922 -2.696 -0.599
H -6.493 0.433 1.082
H -5.522 -0.194 -1.098
H -3.072 -0.344 -1.356
H -2.579 0.746 2.763
H -5.022 0.905 3.004
H 0.976 -1.019 -1.600
H 1.672 0.032 -3.707
H 0.691 2.190 -4.401
H -0.937 3.329 -2.941
H -1.615 2.303 -0.801
H -0.212 -1.951 2.638
H -0.038 -4.413 2.743
H -0.408 -5.764 0.713
H -0.979 -4.668 -1.417
H -1.198 -2.213 -1.526
N 4.013 -6.518 0.027
C 3.538 -5.469 0.070
N 2.905 -4.356 0.047
C 2.861 -3.216 0.491
N 2.577 -2.149 0.909

Summary:
E_HOMO ... -10.351 eV
Net charge ... +1
Relative energy (zero: lowest compared OMol25 entry of this formula, charge and spin) ... 0.00 kJ/mol
DFT total energy ... -2037.0951 a.u.

Quick look at the natural (NBO) charges, all values in e: Au 0.7023; O -0.6442; C 0.7576; O -0.6014; C 0.0556; C -0.1342; C -0.1455; C -0.1309; C 0.0390; N -0.4132; C 0.7913; O -0.4519; O -0.8245; H 0.5288; H 0.2630; H 0.2530; H 0.2646; C -0.1575; C -0.1971; C -0.1713; C -0.4908; C -0.1112; C -0.2141; P 1.9613; C -0.4858; C -0.1671; C -0.2027; C -0.1641; C -0.2299; C -0.1290; C -0.4751; C -0.1420; C -0.1935; C -0.1428; C -0.2164; C -0.1287; H 0.2334; H 0.2341; H 0.2237; H 0.2323; H 0.2337; H 0.2524; H 0.2380; H 0.2347; H 0.2341; H 0.2231; H 0.2328; H 0.2363; H 0.2382; H 0.2336; H 0.2104; N -0.4040; C 0.4233; N -0.6414; C 0.6604; N -0.7811



(4)
ORCA calculation (ωB97M-V/def2-TZVPD) on a cluster of 2 separate species, C3H12NO in total.

Geometry (Å):
C 1.882 -1.665 -1.296
N 1.886 -0.585 -0.237
H 1.163 -2.409 -0.966
H 1.370 -1.259 -2.165
H 2.913 -1.971 -1.403
H 2.018 0.386 -0.545
H 2.590 -0.690 0.502
H 0.922 -0.616 0.196
C -1.170 1.039 -0.011
O -0.641 -0.250 0.623
C -2.157 1.612 0.988
H -0.224 1.571 -0.059
H -1.644 0.643 -0.902
H -1.385 -0.838 0.649
H -2.897 0.811 1.082
H -1.809 1.975 1.946
H -2.706 2.422 0.494

Summary:
E_HOMO ... -15.089 eV
Net charge ... +1
Relative energy (zero: lowest compared OMol25 entry of this formula, charge and spin) ... 119.04 kJ/mol
DFT total energy ... -251.2250 a.u.

Quick look at the natural (NBO) charges, all values in e: C -0.4122; N -0.7093; H 0.2348; H 0.2374; H 0.2414; H 0.4294; H 0.4346; H 0.4798; C -0.0571; O -0.7935; C -0.6414; H 0.1779; H 0.1992; H 0.4888; H 0.2129; H 0.2402; H 0.2372



(5)
ORCA calculation (ωB97M-V/def2-TZVPD) on a cluster of 5 separate species, C24H51F4N5O8 in total.

Geometry (Å):
O -0.564 2.103 1.376
C 0.026 2.894 0.598
O -0.738 3.671 -0.381
C 0.252 4.445 -1.094
N -0.174 5.508 -2.052
C 0.862 5.768 -3.068
O 0.913 4.963 -4.039
F 1.829 6.805 -3.016
C -0.648 6.735 -1.390
O -0.861 7.738 -2.116
F -0.931 6.838 0.014
C 1.417 4.773 -0.009
F 2.554 5.519 -0.467
C 1.606 3.269 0.516
C 2.546 2.961 1.782
C 2.879 4.230 2.704
F 3.899 3.772 3.661
H 0.789 3.674 -1.762
H 0.813 5.248 0.862
H 1.991 2.581 -0.326
H 2.017 2.175 2.449
H 3.498 2.449 1.363
H 3.354 5.112 2.153
H 1.969 4.504 3.343
C 4.032 -2.705 -1.822
C 4.914 -1.876 -0.890
C 4.183 -0.689 -0.227
O 3.938 0.418 -1.092
C 2.847 0.242 -1.980
N 6.102 -1.431 -1.630
H 3.884 -2.234 -2.795
H 4.496 -3.677 -2.013
H 3.050 -2.887 -1.376
H 5.244 -2.543 -0.086
H 4.828 -0.302 0.568
H 3.252 -1.011 0.257
H 2.028 -0.319 -1.520
H 3.183 -0.248 -2.895
H 2.475 1.232 -2.261
H 6.744 -0.981 -0.979
H 5.810 -0.672 -2.246
C -4.631 2.668 -3.304
C -3.383 2.288 -2.510
C -3.004 0.796 -2.611
O -3.833 -0.075 -1.853
C -5.092 -0.357 -2.441
N -3.565 2.703 -1.110
H -5.556 2.386 -2.799
H -4.672 3.753 -3.445
H -4.625 2.205 -4.294
H -2.550 2.863 -2.931
H -1.998 0.678 -2.194
H -2.948 0.464 -3.655
H -5.030 -0.434 -3.530
H -5.821 0.401 -2.150
H -5.444 -1.314 -2.046
H -2.690 2.558 -0.610
H -4.206 2.038 -0.677
C -4.028 -0.230 1.994
C -4.417 -0.954 3.278
C -4.569 -0.023 4.498
O -3.340 0.442 5.048
C -2.727 1.499 4.322
N -3.443 -2.024 3.534
H -2.967 0.020 1.954
H -4.231 -0.865 1.126
H -4.604 0.692 1.873
H -5.394 -1.419 3.101
H -5.050 -0.596 5.297
H -5.235 0.822 4.278
H -3.462 2.190 3.901
H -2.086 1.094 3.537
H -2.084 2.053 5.011
H -3.769 -2.579 4.325
H -2.592 -1.582 3.883
C 1.781 -8.031 -0.286
C 2.662 -7.200 0.645
C 1.931 -6.011 1.306
O 1.688 -4.907 0.439
C 0.596 -5.085 -0.449
N 3.850 -6.756 -0.095
H 1.635 -7.562 -1.260
H 2.245 -9.003 -0.475
H 0.799 -8.213 0.159
H 2.991 -7.866 1.451
H 2.576 -5.623 2.101
H 1.000 -6.332 1.790
H -0.223 -5.644 0.012
H 0.933 -5.577 -1.363
H 0.225 -4.096 -0.732
H 4.492 -6.305 0.556
H 3.558 -5.998 -0.713

Summary:
E_HOMO ... -9.164 eV
Net charge ... 0
Relative energy (zero: lowest compared OMol25 entry of this formula, charge and spin) ... 0.00 kJ/mol
DFT total energy ... -2220.0183 a.u.

Quick look at the Löwdin charges, all values in e: O 0.0951; C -0.2526; O 0.0189; C -0.2245; N 0.1344; C -0.2974; O 0.1289; F 0.0892; C -0.2799; O 0.1251; F 0.0706; C -0.1553; F 0.0075; C -0.1163; C -0.0998; C -0.1342; F -0.1266; H 0.1705; H 0.1738; H 0.1466; H 0.1362; H 0.1329; H 0.1273; H 0.1328; C -0.0692; C -0.4231; C -0.1989; O -0.2045; C -0.1079; N 0.0386; H 0.0649; H 0.0762; H 0.0704; H 0.1356; H 0.1199; H 0.1210; H 0.0943; H 0.0774; H 0.0742; H 0.0730; H 0.0700; C -0.0732; C -0.4235; C -0.1999; O -0.1981; C -0.1055; N 0.0534; H 0.0633; H 0.0769; H 0.0782; H 0.1292; H 0.1171; H 0.1196; H 0.0908; H 0.0734; H 0.0883; H 0.0382; H 0.0661; C -0.0737; C -0.4300; C -0.2044; O -0.1929; C -0.1050; N 0.0361; H 0.0621; H 0.0736; H 0.0776; H 0.1337; H 0.1193; H 0.1182; H 0.0922; H 0.0610; H 0.0879; H 0.0707; H 0.0698; C -0.0759; C -0.4283; C -0.2014; O -0.2052; C -0.1076; N 0.0388; H 0.0630; H 0.0769; H 0.0780; H 0.1343; H 0.1198; H 0.1196; H 0.0923; H 0.0730; H 0.0865; H 0.0712; H 0.0596



(6)
ORCA calculation (ωB97M-V/def2-TZVPD) on a structure of composition C2H4N4.

Geometry (Å):
C -1.361 -0.224 0.173
N -0.090 -0.120 -0.549
C 1.217 1.088 0.061
N 2.249 0.565 0.336
N 1.739 -1.456 -0.396
N 0.635 -1.173 -0.554
H -1.216 -0.354 1.254
H -1.947 -1.059 -0.217
H -1.913 0.701 -0.004
H 0.716 2.027 -0.111

Summary:
E_HOMO (spin up / spin down) ... -9.644 / -9.644 eV
Net charge ... 0
Relative energy (zero: lowest compared OMol25 entry of this formula, charge and spin) ... 401.17 kJ/mol
DFT total energy ... -297.4915 a.u.

Quick look at the natural (NBO) charges, all values in e: C -0.4319; N -0.3051; C 0.0551; N -0.3928; N 0.0852; N 0.1379; H 0.1976; H 0.2188; H 0.2160; H 0.2192



(7)
ORCA calculation (ωB97M-V/def2-TZVPD) on a structure of composition C25H20BrCl5N4O2ReSSe.

Geometry (Å):
Re 1.279 -0.333 -0.788
Cl 1.237 0.441 1.755
C -0.467 0.132 1.462
C -0.665 -0.277 0.162
C -1.976 -0.605 -0.160
Cl -2.334 -1.174 -1.754
C -3.005 -0.489 0.775
Cl -4.620 -0.888 0.346
C -2.734 -0.056 2.079
Cl -3.997 0.089 3.232
C -1.426 0.256 2.447
Cl -1.017 0.773 4.028
N -2.606 -3.761 -7.443
C -1.659 -3.183 -6.626
C -1.935 -1.978 -5.966
C -0.972 -1.378 -5.184
C 0.277 -1.970 -5.047
C 0.564 -3.163 -5.690
C -0.394 -3.762 -6.483
S 1.478 -1.201 -4.032
O 2.720 -1.912 -4.146
O 1.428 0.215 -4.227
N 0.864 -1.431 -2.491
C 0.964 -2.663 -1.907
N 0.987 -3.843 -2.498
C 1.145 -4.878 -1.680
C 1.290 -4.759 -0.300
C 1.260 -3.484 0.231
N 1.070 -2.447 -0.575
H -3.562 -3.482 -7.310
H -2.485 -4.730 -7.678
H -2.906 -1.513 -6.081
H -1.175 -0.436 -4.691
H 1.539 -3.613 -5.562
H -0.169 -4.688 -6.998
H 1.165 -5.855 -2.147
H 1.432 -5.625 0.327
H 1.372 -3.274 1.287
C 6.303 4.300 1.581
C 5.629 3.061 1.062
C 5.414 1.961 1.880
C 4.810 0.805 1.404
C 4.684 -0.375 2.332
C 4.371 0.768 0.072
Se 3.606 -0.873 -0.615
C 4.615 1.843 -0.789
C 4.300 1.850 -2.260
C 5.231 2.976 -0.264
H 6.551 4.203 2.637
H 5.661 5.175 1.464
H 7.227 4.499 1.034
H 5.740 1.995 2.914
H 5.094 -0.131 3.311
H 5.215 -1.247 1.945
H 3.649 -0.679 2.468
H 3.713 0.994 -2.582
H 5.228 1.855 -2.836
H 3.746 2.752 -2.518
H 5.410 3.816 -0.927
Br 1.245 2.000 -1.456

Summary:
E_HOMO (spin up / spin down) ... -8.193 / -7.953 eV
⟨S²⟩ ... 0.782
Net charge ... 0
Relative energy (zero: lowest compared OMol25 entry of this formula, charge and spin) ... 76.20 kJ/mol
Spin multiplicity ... 2
DFT total energy ... -9087.0890 a.u.

Quick look at the natural (NBO) charges, all values in e: Re 0.7854; Cl 0.1393; C 0.0403; C -0.3454; C -0.0522; Cl 0.0389; C -0.0854; Cl 0.0632; C -0.0762; Cl 0.0674; C -0.1325; Cl 0.0678; N -0.7885; C 0.2032; C -0.2825; C -0.1517; C -0.3461; C -0.1373; C -0.2871; S 2.3226; O -0.9311; O -0.9260; N -0.8732; C 0.5665; N -0.4507; C 0.1143; C -0.3303; C 0.1132; N -0.5042; H 0.3852; H 0.3846; H 0.2141; H 0.2401; H 0.2446; H 0.2114; H 0.2048; H 0.2367; H 0.2200; C -0.6312; C 0.0210; C -0.2309; C -0.0439; C -0.6352; C -0.1369; Se 0.1855; C -0.0297; C -0.6405; C -0.2192; H 0.2130; H 0.2219; H 0.2210; H 0.2030; H 0.2158; H 0.2261; H 0.2135; H 0.2343; H 0.2219; H 0.2305; H 0.2064; Br -0.2092



(8)
ORCA calculation (ωB97M-V/def2-TZVPD) on a cluster of 3 separate species, C29H46O6S in total.

Geometry (Å):
C 10.550 -2.551 0.500
O 10.032 -2.096 -0.730
C 8.641 -1.817 -0.644
C 8.210 -0.941 -1.808
C 7.083 0.039 -1.410
C 5.885 -0.006 -2.351
C 4.750 0.928 -1.864
C 3.350 0.432 -2.245
C 2.566 1.471 -3.058
C 2.027 2.621 -2.204
C 0.634 2.329 -1.653
O -0.187 3.504 -1.782
S -1.762 3.315 -1.425
O -2.180 4.669 -1.178
O -1.653 2.648 0.069
C -2.539 1.521 0.237
C -1.951 0.225 -0.317
C -2.419 -1.012 0.441
C -3.840 -1.481 0.159
C -3.889 -2.185 -1.188
O -5.054 -3.016 -1.311
C -4.764 -4.350 -1.252
C -5.366 -5.107 -0.099
O -4.040 -4.906 -2.091
H 9.821 -3.177 1.017
H 11.425 -3.161 0.314
H 10.787 -1.714 1.155
H 8.469 -1.261 0.278
H 8.086 -2.754 -0.619
H 9.071 -0.361 -2.117
H 7.875 -1.539 -2.648
H 7.479 1.051 -1.390
H 6.711 -0.168 -0.410
H 6.180 0.298 -3.350
H 5.499 -1.022 -2.363
H 4.852 1.059 -0.791
H 4.938 1.902 -2.309
H 3.444 -0.446 -2.880
H 2.782 0.125 -1.369
H 1.780 1.006 -3.647
H 3.270 1.899 -3.769
H 2.712 2.829 -1.390
H 1.948 3.510 -2.823
H 0.184 1.516 -2.220
H 0.690 2.048 -0.607
H -2.679 1.416 1.306
H -3.490 1.762 -0.228
H -0.875 0.306 -0.195
H -2.165 0.173 -1.382
H -1.761 -1.831 0.158
H -2.241 -0.842 1.499
H -4.586 -0.694 0.229
H -4.089 -2.226 0.914
H -3.879 -1.468 -2.001
H -3.021 -2.831 -1.278
H -4.580 -5.302 0.623
H -6.176 -4.537 0.339
H -5.707 -6.065 -0.468
C -2.741 -3.005 3.823
C -3.622 -3.999 3.434
C -3.178 -5.306 3.306
C -1.854 -5.620 3.580
C -0.973 -4.620 3.976
C -1.414 -3.308 4.094
H -3.102 -1.988 3.914
H -4.656 -3.751 3.227
H -3.865 -6.083 2.996
H -1.508 -6.640 3.483
H 0.059 -4.864 4.190
H -0.727 -2.528 4.393
C -6.049 5.526 0.319
C -7.078 6.294 0.847
C -6.800 7.264 1.800
C -5.493 7.469 2.219
C -4.465 6.702 1.688
C -4.741 5.728 0.739
H -6.267 4.770 -0.425
H -8.097 6.137 0.516
H -7.602 7.860 2.215
H -5.276 8.229 2.959
H -3.445 6.864 2.012
H -3.940 5.133 0.326

Summary:
E_HOMO ... -9.068 eV
Net charge ... 0
DFT total energy ... -1982.1628 a.u.

Quick look at the Löwdin charges, all values in e: C -0.1193; O -0.1907; C -0.2443; C -0.1603; C -0.2126; C -0.2138; C -0.2073; C -0.2013; C -0.2084; C -0.1586; C -0.2455; O -0.3155; S 0.9216; O -0.3802; O -0.3301; C -0.2411; C -0.1835; C -0.1996; C -0.1553; C -0.1713; O -0.0198; C -0.4838; C 0.0239; O 0.0831; H 0.0818; H 0.0834; H 0.0860; H 0.1125; H 0.1263; H 0.1130; H 0.1075; H 0.1139; H 0.1018; H 0.1160; H 0.1075; H 0.1035; H 0.1075; H 0.1008; H 0.1095; H 0.1068; H 0.1071; H 0.1142; H 0.1174; H 0.1088; H 0.1099; H 0.1251; H 0.1103; H 0.1057; H 0.1109; H 0.1140; H 0.1044; H 0.1203; H 0.1017; H 0.1269; H 0.1210; H 0.0731; H 0.0854; H 0.0876; C -0.1085; C -0.1095; C -0.1043; C -0.0898; C -0.0916; C -0.0924; H 0.1013; H 0.1015; H 0.0988; H 0.1020; H 0.1009; H 0.1013; C -0.0942; C -0.1031; C -0.1044; C -0.1010; C -0.0895; C -0.0862; H 0.0981; H 0.0973; H 0.0973; H 0.0977; H 0.1019; H 0.0687